[1]
# CH6S

A cluster of 2 separate species, CH6S in total at a distorted geometry (the ωB97M-V functional and the def2-TZVPD basis, the Open Molecules 2025 dataset).

Properties
SMILES   C.S
F_max   2.0 eV Å⁻¹
Lowest unoccupied orbital energy   0.926 eV
Spin multiplicity   1
Relative energy (zero: lowest compared OMol25 entry of this formula, charge and spin)   6.5 kcal/mol
E_HOMO   -9.780 eV

Geometry as XYZ:
```
8
CH6S (the ωB97M-V functional and the def2-TZVPD basis)
S 2.409 0.815 -1.534
H 1.436 0.009 -1.194
H 2.047 1.629 -0.528
C -1.153 -0.469 0.647
H -1.369 -0.778 -0.403
H -1.706 0.460 0.759
H -1.634 -1.090 1.381
H -0.030 -0.577 0.872
```

[2]
# C15H18O2

A cluster of 2 separate species, C15H18O2 in total at a distorted geometry (the ωB97M-V functional and the def2-TZVPD basis, the Open Molecules 2025 dataset).

Properties
SMILES   CCc1ccc(O)cc1.Cc1ccc(O)cc1
F_max   3.9 eV Å⁻¹
Lowest unoccupied orbital energy   0.784 eV
Spin multiplicity   1
Relative energy (zero: lowest compared OMol25 entry of this formula, charge and spin)   37.7 kcal/mol
E_HOMO   -8.138 eV

Geometry as XYZ:
```
35
C15H18O2 (the ωB97M-V functional and the def2-TZVPD basis)
C 1.119 -0.830 -2.160
C 1.924 -1.718 -3.184
C 0.921 -1.455 -0.776
C 1.991 -1.401 0.090
C -0.322 -1.958 -0.249
C 1.881 -1.865 1.377
C -0.496 -2.402 1.049
C 0.678 -2.331 1.791
O 0.523 -2.650 3.123
H 1.793 0.062 -2.021
H 0.102 -0.531 -2.451
H 2.799 -2.111 -2.650
H 2.888 -1.003 -0.397
H -1.076 -1.913 -1.021
H 2.726 -1.858 2.045
H -1.316 -3.003 1.412
H 1.268 -2.997 3.639
H 2.123 -1.088 -4.015
H 1.282 -2.547 -3.434
C -0.818 1.157 2.666
C -0.201 2.573 0.721
C -1.117 1.712 1.317
C -0.462 3.069 -0.534
C -1.655 2.671 -1.158
C -2.349 1.425 0.744
C -2.690 2.038 -0.511
O -1.977 3.061 -2.435
H 0.703 2.734 1.276
H 0.325 3.530 -1.099
H 0.221 1.129 2.963
H -1.350 0.180 2.744
H -3.043 0.856 1.268
H -1.317 3.844 -2.630
H -3.653 1.915 -0.960
H -1.424 1.707 3.461
```

[3]
# C16H37N2O4

A cluster of 3 separate species, C16H37N2O4 in total at a distorted geometry (the ωB97M-V functional and the def2-TZVPD basis, the Open Molecules 2025 dataset).

Properties
F_max   3.3 eV Å⁻¹
Total charge   -1
Lowest unoccupied orbital energy   2.292 eV
Spin multiplicity   1
Relative energy (zero: lowest compared OMol25 entry of this formula, charge and spin)   38.6 kcal/mol
E_HOMO   -1.915 eV

Geometry as XYZ:
```
59
C16H37N2O4 (the ωB97M-V functional and the def2-TZVPD basis)
C -0.421 -0.940 -1.755
N -1.659 -1.513 -1.168
C -1.390 -2.538 -0.131
C -2.620 -1.948 -2.169
O -3.820 -2.056 -1.792
C -2.311 -2.253 -3.703
N -1.094 -3.029 -3.957
C -1.147 -4.338 -3.295
C 0.261 -5.054 -3.626
C 0.683 -6.148 -2.550
C -0.439 -7.237 -2.272
O 0.052 -8.106 -1.210
H 0.152 -0.417 -0.931
H -0.582 -0.319 -2.683
H 0.232 -1.825 -2.084
H -1.526 -2.021 0.882
H -0.385 -3.049 -0.221
H -2.250 -3.287 -0.188
H -2.342 -1.296 -4.316
H -3.197 -2.889 -4.078
H -1.267 -4.265 -2.162
H -1.992 -5.026 -3.686
H 0.263 -5.440 -4.697
H 1.042 -4.221 -3.598
H 1.623 -6.677 -2.936
H 0.978 -5.601 -1.600
H -0.585 -7.840 -3.224
H -1.391 -6.716 -1.962
H 0.267 -8.951 -1.645
C 2.307 3.787 0.690
C 2.440 2.915 -0.548
O 1.195 2.567 -1.132
C 0.384 3.644 -1.576
C 1.046 4.505 -2.639
H 1.693 3.287 1.444
H 3.291 3.993 1.118
H 1.834 4.744 0.466
H 2.924 1.977 -0.268
H 3.090 3.387 -1.293
H 0.060 4.250 -0.723
H -0.520 3.197 -1.997
H 1.954 4.984 -2.269
H 0.363 5.291 -2.969
H 1.324 3.897 -3.503
C -0.158 2.761 4.020
C 1.036 3.262 4.816
O 1.012 4.663 5.052
C -0.101 5.159 5.781
C -0.231 4.562 7.171
H -0.219 3.278 3.058
H -0.070 1.688 3.837
H -1.099 2.934 4.544
H 1.946 3.057 4.249
H 1.134 2.720 5.762
H -1.022 5.020 5.205
H 0.045 6.238 5.872
H -0.386 3.482 7.140
H -1.078 5.006 7.698
H 0.677 4.745 7.752
```

[4]
# C10H15BrFN3O3S

A cluster of 2 separate species, C10H15BrFN3O3S in total at a distorted geometry (the ωB97M-V functional and the def2-TZVPD basis, the Open Molecules 2025 dataset).

Properties
SMILES   CC[C@@H](Br)N(c1ccccc1)S(=O)(=O)F.NC(N)=O
F_max   8.2 eV Å⁻¹
Lowest unoccupied orbital energy   -0.629 eV
Spin multiplicity   1
E_HOMO   -9.250 eV

Geometry as XYZ:
```
34
C10H15BrFN3O3S (the ωB97M-V functional and the def2-TZVPD basis)
C 4.041 -0.489 -0.732
C 3.604 1.080 -0.831
C 2.509 1.470 0.316
Br 3.313 2.374 1.883
N 1.347 2.156 -0.324
C 0.048 1.492 -0.073
C -0.617 0.812 -1.326
C -1.959 0.049 -1.185
C -2.586 -0.012 0.241
C -1.937 0.682 1.486
C -0.599 1.449 1.343
S 1.304 3.856 -0.111
O 2.585 4.561 -0.493
O 0.243 4.369 -1.072
F 0.736 4.328 1.426
H 4.123 -0.974 -1.779
H 3.275 -1.122 -0.161
H 5.027 -0.565 -0.152
H 3.094 1.182 -1.853
H 4.504 1.786 -0.821
H 2.117 0.450 0.694
H -0.095 0.880 -2.353
H -2.409 -0.452 -2.113
H -3.566 -0.596 0.358
H -2.444 0.593 2.504
H -0.065 1.958 2.208
C -3.531 -3.518 0.409
O -4.315 -2.584 0.512
N -3.738 -4.713 1.012
N -2.390 -3.439 -0.317
H -3.108 -5.492 0.941
H -4.576 -4.812 1.561
H -2.200 -2.565 -0.782
H -1.735 -4.193 -0.413
```

no.,calculated total energy (Eh),Kohn-Sham gap (eV)
1,-439.855314,10.7
2,-732.806246,8.9
3,-1042.166665,4.2
4,-3851.914493,8.6